{"formula": "C24H28As2Br4CoNO2SSi", "method": "ωB97M-V with the def2-TZVPD basis set", "species": ["Co", "C", "Si", "C", "C", "C", "C", "C", "C", "N", "C", "S", "H", "H", "H", "H", "H", "H", "H", "H", "H", "H", "H", "H", "Br", "C", "C", "Br", "C", "Br", "C", "O", "C", "O", "C", "Br", "C", "As", "C", "C", "C", "C", "C", "C", "C", "As", "C", "C", "H", "H", "H", "H", "H", "H", "H", "H", "H", "H", "H", "H", "H", "H", "H", "H"], "xyz": [[0.56, 0.07, 0.14], [-2.79, -1.39, -4.19], [-1.45, -2.67, -3.96], [0.07, -2.28, -4.97], [-2.12, -4.35, -4.45], [-0.99, -2.76, -2.13], [-1.14, -3.92, -1.38], [-0.77, -3.98, -0.04], [-0.28, -2.85, 0.56], [-0.15, -1.70, -0.13], [-0.47, -1.66, -1.44], [-0.09, -0.07, -2.03], [-3.12, -1.37, -5.23], [-2.44, -0.39, -3.93], [-3.65, -1.62, -3.57], [-0.16, -2.33, -6.04], [0.86, -3.01, -4.76], [0.46, -1.29, -4.74], [-2.39, -4.34, -5.51], [-3.02, -4.62, -3.88], [-1.39, -5.15, -4.32], [-1.54, -4.81, -1.85], [-0.87, -4.89, 0.53], [0.04, -2.83, 1.59], [7.13, 1.49, -0.72], [5.27, 1.64, -0.46], [4.67, 2.88, -0.31], [5.70, 4.46, -0.34], [3.29, 2.96, -0.11], [2.38, 4.60, 0.14], [2.52, 1.82, -0.08], [1.20, 1.83, 0.12], [3.11, 0.55, -0.24], [2.31, -0.50, -0.19], [4.48, 0.47, -0.43], [5.22, -1.25, -0.61], [2.52, 0.24, 3.52], [0.87, 0.19, 2.51], [-0.16, -1.10, 3.57], [-0.06, 1.80, 3.04], [0.26, 2.51, 4.19], [-0.50, 3.62, 4.55], [-1.57, 4.02, 3.77], [-1.89, 3.31, 2.62], [-1.13, 2.21, 2.24], [-1.43, 1.27, 0.56], [-3.23, 0.57, 0.76], [-1.68, 2.72, -0.69], [3.08, 1.13, 3.27], [3.12, -0.64, 3.26], [2.29, 0.22, 4.59], [-0.34, -0.69, 4.56], [0.38, -2.04, 3.66], [-1.12, -1.28, 3.07], [1.09, 2.22, 4.81], [-0.24, 4.18, 5.44], [-2.16, 4.88, 4.05], [-2.72, 3.64, 2.00], [-3.92, 1.40, 0.91], [-3.28, -0.10, 1.61], [-3.50, 0.03, -0.15], [-2.39, 3.44, -0.30], [-2.04, 2.30, -1.63], [-0.71, 3.18, -0.84]], "mulliken_charge": [-0.38, -0.98, 0.37, -1.04, -1.13, 0.41, 0.18, -1.33, -0.05, 0.45, 0.16, -0.77, 0.35, 0.26, 0.32, 0.36, 0.34, 0.32, 0.31, 0.31, 0.32, 0.40, 0.43, 0.37, -0.19, 0.18, 0.28, -0.18, -0.33, -0.16, -0.31, 0.11, 0.53, -0.70, 0.05, -0.14, -1.49, 1.35, -1.36, 0.45, -0.50, -0.68, -0.82, -0.78, -0.16, 1.13, -1.20, -1.26, 0.40, 0.42, 0.47, 0.44, 0.45, 0.32, 0.34, 0.41, 0.40, 0.30, 0.42, 0.34, 0.39, 0.50, 0.37, 0.24], "mol_weight_da": 951.039, "spin_multiplicity": 1, "orbital_gap_ev": 6.8, "energy_ha": -17974.7016, "relative_energy_ev": 0.2501, "lumo_ev": -0.12}